Record 1
C46H59AsCuN3O3SSb as an isolated structure. Source: the OMol25 dataset; level of theory: ωB97M-V/def2-TZVPD.

XYZ file:
```
115
Properties=species:S:1:pos:R:3:forces:R:3:lowdin_spin:R:1
Cu -1.4514 -0.4088 0.5047 0.38 -0.21 -0.14 0.580
S -1.1477 -0.6692 2.7181 -0.12 -0.18 0.09 0.161
C -1.7844 -2.2524 3.1769 0.05 0.17 0.03 0.017
C -1.7806 -2.5999 4.5358 0.02 0.01 0.03 0.008
C -2.2882 -3.8123 4.9634 0.01 0.00 -0.04 0.001
C -2.8304 -4.7208 4.0557 0.01 0.05 0.01 0.000
C -2.8421 -4.3940 2.7120 0.06 0.00 0.04 0.001
C -2.3120 -3.1808 2.2769 0.00 -0.08 -0.14 0.001
As -2.2469 -2.7019 0.4170 0.22 -0.07 0.27 0.072
C -0.9746 -3.9495 -0.3461 -0.06 0.07 -0.08 0.008
C -0.7974 -3.9391 -1.7301 0.06 -0.05 0.02 0.003
C 0.0832 -4.8264 -2.3295 0.00 -0.02 0.06 0.000
C 0.8061 -5.7195 -1.5465 -0.10 -0.05 -0.02 0.002
C 0.6473 -5.7170 -0.1694 -0.02 0.00 0.01 0.000
C -0.2414 -4.8326 0.4345 0.04 -0.04 -0.06 0.003
C -3.9341 -3.3879 -0.2392 -0.03 0.21 0.03 0.024
C -4.0674 -4.6181 -0.8672 -0.10 -0.04 -0.03 0.006
C -5.3293 -5.0609 -1.2522 0.05 0.01 -0.01 0.001
C -6.4491 -4.2787 -1.0134 0.02 0.02 0.03 0.003
C -6.3137 -3.0464 -0.3839 0.02 -0.02 -0.03 0.000
C -5.0585 -2.5988 -0.0017 -0.03 -0.04 -0.06 0.004
H -1.3766 -1.8941 5.2515 -0.01 -0.02 -0.01 0.003
H -2.2676 -4.0520 6.0194 -0.01 0.01 0.00 0.000
H -3.2378 -5.6645 4.3935 0.00 0.01 0.01 0.000
H -3.2625 -5.0883 1.9927 0.00 0.02 -0.03 0.001
H -1.3487 -3.2356 -2.3445 -0.04 -0.01 0.00 0.000
H 0.2157 -4.8141 -3.4044 0.00 0.00 0.01 0.000
H 1.5004 -6.4081 -2.0112 0.00 0.01 0.01 0.000
H 1.2180 -6.4021 0.4446 0.01 0.00 0.00 0.000
H -0.3563 -4.8329 1.5110 -0.03 -0.02 0.01 0.000
H -3.1996 -5.2375 -1.0566 0.01 0.01 0.01 0.000
H -5.4320 -6.0221 -1.7401 -0.01 0.01 0.01 0.000
H -7.4285 -4.6290 -1.3143 0.01 0.01 0.00 0.000
H -7.1850 -2.4326 -0.1946 0.00 -0.01 0.00 0.000
H -4.9544 -1.6340 0.4832 0.02 0.01 0.02 0.000
N -1.3355 -0.6387 -3.7335 -0.06 0.01 -0.02 0.001
C -1.7730 -0.4519 -2.4620 -0.14 -0.02 -0.01 0.003
N -3.0936 -0.2578 -2.2620 0.01 -0.03 -0.19 0.001
O -0.9571 -0.5070 -1.5292 -0.08 0.15 0.25 0.032
H -1.9628 -0.7121 -4.5125 0.00 0.01 0.01 0.000
H -0.3664 -0.8763 -3.8556 0.00 0.02 0.01 0.000
H -3.6828 -0.0374 -3.0461 -0.03 -0.02 0.02 0.000
H -3.3713 0.1021 -1.3465 0.10 0.13 -0.04 0.001
C 1.8742 7.1833 -2.4659 0.02 0.02 0.04 0.000
C 1.5942 6.6926 -1.0676 -0.01 0.00 -0.04 0.000
C 2.2935 7.2323 0.0080 -0.02 0.00 0.00 0.000
C 2.0612 6.7988 1.3046 -0.02 -0.01 -0.03 0.000
C 1.1060 5.8227 1.5361 0.06 0.03 0.03 0.000
C 0.4023 5.2733 0.4734 -0.05 -0.18 0.01 0.000
N -0.5554 4.2528 0.7439 -0.08 0.18 -0.07 0.001
C -1.9019 4.4324 0.5325 0.20 0.06 0.03 0.000
C -2.4260 5.7345 0.4289 -0.01 -0.02 -0.01 0.000
C -3.7765 5.9465 0.2541 -0.01 0.00 0.01 0.000
C -4.6672 4.8764 0.1809 0.07 0.00 0.00 0.000
C -4.1602 3.5973 0.2708 -0.01 -0.01 -0.02 0.000
C -2.7946 3.3477 0.4337 -0.08 -0.12 0.00 0.002
C -2.3615 1.9252 0.4421 -0.04 -0.08 -0.11 0.003
O -1.1323 1.6168 0.6085 -0.16 0.03 0.03 0.055
O -3.2137 1.0146 0.2469 -0.07 0.08 -0.03 -0.003
C 0.6435 5.6893 -0.8408 0.03 -0.02 -0.06 0.000
C -0.1014 5.0550 -1.9863 -0.02 -0.01 0.05 0.000
H 2.5465 8.0399 -2.4442 0.00 0.00 0.00 0.000
H 0.9591 7.4850 -2.9781 -0.01 0.01 0.02 0.000
H 2.3423 6.4080 -3.0769 0.01 -0.01 0.01 0.000
H 3.0292 8.0072 -0.1775 -0.01 -0.02 0.00 0.000
H 2.6129 7.2287 2.1309 0.00 -0.01 -0.01 0.000
H 0.8872 5.4735 2.5375 0.01 0.01 -0.01 0.000
H -0.2445 3.2939 0.8256 -0.02 -0.04 -0.03 0.000
H -1.7478 6.5746 0.5017 -0.01 0.01 0.00 0.000
H -4.1451 6.9632 0.1836 0.01 -0.01 0.00 0.000
H -5.7286 5.0432 0.0556 0.02 0.00 0.00 0.000
H -4.8139 2.7382 0.2080 0.00 0.00 0.01 0.000
H -1.0572 5.5559 -2.1664 0.01 0.01 0.01 0.000
H -0.3243 4.0101 -1.7682 -0.01 0.01 0.01 0.000
H 0.4739 5.0967 -2.9094 0.01 -0.01 0.01 0.000
C 2.1585 1.9260 -1.0924 0.01 0.07 -0.04 0.000
C 2.8693 1.3545 0.1416 -0.09 0.14 -0.05 0.000
C 4.3628 1.6475 0.0460 -0.02 0.08 0.02 0.000
C 2.3119 2.0635 1.3782 -0.06 0.06 0.05 0.000
Sb 2.1478 -0.7108 0.2543 -0.23 -0.29 0.09 0.001
C 3.0256 -1.6662 -1.5283 0.06 0.07 -0.09 0.000
C 3.0871 -3.1743 -1.2988 0.03 0.00 0.01 0.000
C 4.3965 -1.1683 -1.9747 0.00 0.00 -0.08 0.000
C 2.0144 -1.4046 -2.6501 -0.03 -0.08 -0.08 0.000
C 3.2045 -1.6688 1.9347 0.06 0.00 0.01 0.000
C 4.7289 -1.6943 1.8530 -0.02 -0.09 0.09 0.000
C 2.6661 -3.1014 2.0412 -0.06 0.01 0.07 0.000
C 2.7687 -0.9373 3.2062 -0.01 -0.02 0.07 0.000
H 2.3217 3.0117 -1.1408 0.01 -0.03 0.01 0.000
H 1.0767 1.7544 -1.0622 0.05 -0.01 0.04 0.000
H 2.5453 1.4945 -2.0198 0.01 0.04 0.03 0.000
H 4.5117 2.7323 0.1392 0.00 -0.04 -0.02 0.000
H 4.7889 1.3481 -0.9078 0.02 -0.07 -0.06 0.000
H 4.9413 1.1749 0.8381 -0.01 -0.04 0.08 0.000
H 2.3417 3.1464 1.2108 0.00 0.05 0.01 0.000
H 2.9133 1.8618 2.2632 0.00 -0.02 0.04 0.000
H 1.2769 1.7859 1.6022 0.04 -0.02 -0.04 0.000
H 3.9392 -3.4521 -0.6761 -0.01 0.01 0.03 0.000
H 3.2096 -3.6828 -2.2656 0.02 0.01 0.04 0.000
H 2.1795 -3.5726 -0.8375 0.06 0.10 -0.04 0.000
H 5.1419 -1.1940 -1.1792 -0.01 -0.01 0.03 0.000
H 4.3487 -0.1492 -2.3604 0.00 0.02 0.03 0.000
H 4.7634 -1.8036 -2.7939 -0.02 0.03 0.03 0.000
H 1.0505 -1.8629 -2.4125 0.05 0.02 0.01 0.000
H 2.3899 -1.8464 -3.5845 -0.02 0.01 0.02 0.000
H 1.8444 -0.3380 -2.8224 0.02 -0.06 0.01 0.000
H 5.0959 -2.1089 0.9124 -0.03 -0.01 0.00 0.000
H 5.1286 -2.3213 2.6631 -0.02 0.04 -0.03 0.000
H 5.1594 -0.7011 1.9804 -0.01 0.05 -0.06 0.000
H 3.1340 -3.7822 1.3336 0.00 -0.01 -0.08 0.000
H 1.5815 -3.1520 1.8960 0.05 0.06 0.03 0.000
H 2.8728 -3.4829 3.0493 0.03 -0.01 -0.04 0.000
H 3.1300 0.0882 3.2478 0.05 0.04 -0.02 0.000
H 3.1867 -1.4649 4.0740 -0.03 0.03 -0.01 0.000
H 1.6802 -0.9174 3.3172 0.07 -0.01 -0.04 0.001
```
Positions in Å, forces in eV/Å.

Properties
HOMO (alpha / beta)	-7.14 / -7.09	eV
2S+1	2
charge	0
energy relative to the best compared isomer or geometry (same formula, charge and spin)	0.000	eV

Record 2
C27H23AsCaCl2N4O2S3 as an isolated structure. Source: the OMol25 dataset; level of theory: ωB97M-V/def2-TZVPD.

XYZ file:
```
63
Properties=species:S:1:pos:R:3:forces:R:3:nbo_charge:R:1
Ca 0.0285 0.1069 -0.5326 0.00 0.06 0.02 1.709
Cl 4.5757 5.6344 -0.0163 0.00 -0.01 0.00 -0.050
C 3.9713 3.9945 0.0605 0.00 0.02 -0.01 -0.081
C 2.9423 3.6255 -0.7951 0.00 0.00 0.00 -0.256
C 2.4182 2.3366 -0.7701 -0.03 -0.06 -0.01 0.147
N 1.3574 1.9022 -1.5627 -0.02 -0.11 0.06 -0.733
C 1.1172 2.4324 -2.7504 0.03 0.04 -0.03 0.594
O 1.6824 3.3633 -3.3544 -0.02 -0.01 0.02 -0.723
C -0.0308 1.7452 -3.4863 0.06 0.01 0.03 0.163
C -0.5332 2.3428 -4.6382 -0.02 -0.02 -0.01 -0.237
C -1.5828 1.7392 -5.3030 -0.01 0.00 -0.01 -0.181
C -2.0999 0.5520 -4.8037 0.00 0.01 -0.02 -0.281
C -1.5391 0.0223 -3.6546 0.03 0.00 0.02 0.049
N -0.5223 0.5991 -3.0105 -0.08 -0.01 -0.06 -0.487
C 2.9684 1.3812 0.1401 -0.09 -0.03 -0.08 0.222
C 4.0081 1.7772 0.9796 0.02 -0.03 0.04 -0.308
C 4.5004 3.0753 0.9426 0.02 0.01 0.02 -0.069
Cl 5.8040 3.5027 2.0301 -0.02 0.00 -0.02 -0.053
N 2.4055 0.1030 0.0866 0.01 0.06 0.08 -0.751
C 2.9659 -0.9433 0.6688 0.04 -0.03 -0.01 0.587
O 3.9615 -1.0274 1.4152 0.01 -0.02 -0.01 -0.728
C 2.2675 -2.2640 0.3325 -0.02 0.13 0.02 0.161
C 2.8051 -3.4411 0.8373 0.02 -0.09 -0.01 -0.244
C 2.1815 -4.6418 0.5507 0.00 0.00 0.00 -0.178
C 1.0369 -4.6337 -0.2310 0.00 0.02 0.00 -0.282
C 0.5633 -3.4132 -0.6887 0.03 -0.03 0.00 0.061
N 1.1614 -2.2553 -0.4186 0.01 0.03 -0.01 -0.484
H 2.5440 4.3379 -1.4994 0.01 0.01 0.01 0.253
H -0.0801 3.2672 -4.9655 0.01 0.00 0.01 0.240
H -2.0020 2.1916 -6.1949 0.00 0.00 0.00 0.196
H -2.9320 0.0498 -5.2796 0.00 0.00 0.00 0.205
H -1.9293 -0.8816 -3.1983 0.00 0.00 0.01 0.226
H 4.4399 1.0569 1.6553 0.00 0.01 0.00 0.262
H 3.6938 -3.3712 1.4480 0.00 0.02 0.00 0.244
H 2.5784 -5.5736 0.9380 0.00 0.00 0.00 0.197
H 0.5061 -5.5453 -0.4715 -0.01 0.01 -0.01 0.206
H -0.3446 -3.3561 -1.2780 -0.01 0.00 0.00 0.217
S -2.4504 1.7350 -0.4991 -0.14 0.03 -0.21 0.005
C -3.8438 0.6298 -0.3810 0.02 0.05 0.02 -0.126
C -5.0961 1.2379 -0.2777 0.02 -0.01 0.00 -0.237
C -6.2684 0.5019 -0.2372 0.00 -0.02 0.00 -0.282
C -6.1799 -0.8860 -0.2917 -0.02 0.04 0.01 -0.228
C -4.9463 -1.4992 -0.3882 0.04 -0.04 -0.01 -0.240
C -3.7381 -0.7762 -0.4420 -0.01 -0.03 0.00 -0.175
S -2.2446 -1.6749 -0.5730 -0.01 0.01 0.02 -0.570
H -5.1261 2.3198 -0.2250 0.00 0.00 0.00 0.209
H -7.2288 0.9977 -0.1571 0.00 0.00 0.00 0.189
H -7.0790 -1.4929 -0.2565 0.00 0.00 0.00 0.187
H -4.8784 -2.5800 -0.4300 -0.01 0.00 0.00 0.204
C -1.2720 -0.8968 3.9417 -0.04 -0.01 0.02 -0.964
As 0.3176 -0.9073 2.7991 -0.02 0.03 -0.07 0.912
C 1.1680 0.7180 3.4843 -0.01 0.00 0.02 -0.964
C 1.3893 -2.1445 3.9020 0.02 0.02 0.03 -0.976
S -1.4748 1.6683 1.3158 0.13 -0.01 0.14 -0.732
H -1.0008 -0.6659 4.9745 -0.02 0.00 0.01 0.190
H -1.7545 -1.8742 3.8965 0.01 0.00 0.00 0.214
H -1.9636 -0.1505 3.5532 0.01 0.01 0.00 0.256
H 1.1622 0.7178 4.5769 0.01 0.02 0.00 0.192
H 0.6390 1.5924 3.1068 0.00 0.00 0.01 0.245
H 2.1964 0.7521 3.1223 0.00 -0.01 -0.01 0.237
H 1.3172 -1.8631 4.9555 0.03 -0.04 0.01 0.195
H 2.4286 -2.0809 3.5758 0.00 -0.01 0.00 0.237
H 1.0388 -3.1694 3.7721 -0.01 0.00 -0.01 0.210
```
Positions in Å, forces in eV/Å.

Properties
HOMO	-1.75	eV
2S+1	1
charge	-2
energy relative to the best compared isomer or geometry (same formula, charge and spin)	0.062	eV

Record 3
An isolated ion of composition C5H8N3OS and charge +1. Source: the OMol25 dataset; level of theory: ωB97M-V/def2-TZVPD.

XYZ file:
```
18
Properties=species:S:1:pos:R:3:forces:R:3:nbo_charge:R:1
N -2.3838 -0.1633 0.0013 2.46 0.58 -1.62 -0.810
C -1.2512 0.1730 0.8251 -1.10 1.99 -0.54 0.400
O -1.2698 -0.3112 2.0905 0.70 -0.21 -0.02 -0.698
S -0.8703 2.2364 0.8007 -0.81 -0.37 0.45 -0.204
C 0.0645 -0.0928 0.1323 0.80 -1.09 1.17 0.456
N 0.2292 0.1469 -1.1263 -1.09 0.76 -0.90 -0.419
C 1.3681 -0.1172 -1.7047 0.04 -1.21 -2.64 0.169
C 2.3854 -0.8717 -1.1072 2.35 0.70 -3.23 -0.270
C 2.2685 -0.9608 0.2082 -1.71 0.51 0.45 0.114
N 1.1349 -0.5764 0.8087 -1.85 -0.03 3.73 -0.466
H -2.1466 0.3006 -0.9147 -0.53 -0.98 0.82 0.397
H -3.2392 0.2631 0.2710 -0.73 0.41 0.79 0.390
H -2.1146 -0.2074 2.5508 0.05 0.14 -0.30 0.523
H -2.0290 2.7914 0.2833 0.67 -0.85 0.29 0.167
H 1.3976 0.1089 -2.8066 0.21 0.00 1.29 0.242
H 3.3394 -1.1704 -1.7120 -2.03 0.55 1.45 0.289
H 2.9562 -1.2657 0.8771 2.52 -1.33 1.79 0.237
H 1.0465 -0.7203 1.9051 0.05 0.43 -2.98 0.483
```
Positions in Å, forces in eV/Å.

Properties
HOMO	-12.83	eV
2S+1	1
structure (SMILES)	N[C@](O)(S)c1nccc[nH+]1
charge	+1
energy relative to the best compared isomer or geometry (same formula, charge and spin)	0.967	eV

Record 4
C5H7N6O as an isolated structure. Source: the OMol25 dataset; level of theory: ωB97M-V/def2-TZVPD.

XYZ file:
```
19
Properties=species:S:1:pos:R:3:forces:R:3:lowdin_spin:R:1
C 3.3411 -1.1805 -0.9432 1.55 1.06 -0.24 0.010
C 0.4147 0.4088 -0.6826 -2.11 0.56 -2.06 0.079
C -1.3004 1.2200 0.6432 4.43 -0.94 -2.52 0.405
C 1.7778 1.2623 0.4051 2.85 -1.16 1.09 0.090
C -1.6181 -1.0123 -0.1854 -2.78 0.61 -5.01 0.042
N 2.4169 -1.1751 0.0260 -2.49 0.43 0.52 0.034
N 1.5479 -0.0298 0.1061 1.65 -1.80 0.29 0.217
N 0.7234 1.7465 -0.2404 0.40 2.41 -1.15 0.613
N 4.2970 -1.0614 -1.5678 0.01 -0.13 -0.54 0.003
N -0.9300 0.2529 -0.1023 -0.50 -1.76 -0.89 0.114
N 2.7989 1.7844 1.0344 -0.12 0.50 0.21 0.053
O -1.9158 1.9170 1.2862 -4.54 2.87 3.71 0.317
H -2.7800 -0.9308 -0.1969 2.10 0.38 -0.13 0.001
H -1.3173 -1.4675 -1.1935 -0.49 0.13 1.53 0.008
H -1.4048 -1.5768 0.6066 1.15 -2.63 3.00 0.002
H 1.7869 -1.9483 -0.1469 -0.16 -0.46 0.65 0.001
H 0.5633 0.2907 -1.8245 -0.67 -0.11 1.72 0.008
H 2.8008 2.6079 1.5705 -1.05 1.81 0.10 0.001
H 3.6648 1.3745 1.2669 0.76 -1.79 -0.28 0.001
```
Positions in Å, forces in eV/Å.

Properties
HOMO (alpha / beta)	-9.58 / -14.93	eV
2S+1	3
charge	+1
energy relative to the best compared isomer or geometry (same formula, charge and spin)	0.000	eV